(1)
{"formula": "C34H34ClCsN3P", "method": "wB97M-V/def2-TZVPD", "elements": ["Cs", "C", "N", "C", "C", "C", "C", "C", "C", "C", "N", "C", "C", "C", "C", "C", "C", "N", "C", "C", "H", "H", "H", "H", "H", "H", "H", "H", "H", "H", "H", "H", "H", "H", "H", "H", "H", "H", "H", "H", "Cl", "C", "C", "C", "C", "C", "C", "P", "C", "C", "C", "C", "C", "C", "C", "C", "C", "C", "C", "C", "H", "H", "H", "H", "H", "H", "H", "H", "H", "H", "H", "H", "H", "H"], "positions_angstrom": [[-1.14, -0.44, 0.19], [-2.03, 2.48, -1.35], [-2.99, 1.64, -0.65], [-3.84, 0.91, -1.57], [-3.70, 2.25, 0.45], [-4.63, 3.24, 0.16], [-5.44, 3.80, 1.13], [-5.32, 3.32, 2.43], [-4.39, 2.35, 2.75], [-3.51, 1.79, 1.79], [-2.59, 0.82, 2.09], [-2.01, 0.67, 3.32], [-1.87, 1.72, 4.25], [-1.24, 1.59, 5.47], [-0.69, 0.37, 5.85], [-0.76, -0.68, 4.95], [-1.36, -0.56, 3.70], [-1.30, -1.70, 2.81], [0.00, -2.31, 2.66], [-2.37, -2.66, 2.98], [-2.48, 3.30, -1.92], [-1.46, 1.86, -2.06], [-1.32, 2.91, -0.64], [-4.49, 1.56, -2.16], [-4.49, 0.24, -0.99], [-3.23, 0.30, -2.25], [-4.73, 3.56, -0.87], [-6.15, 4.58, 0.88], [-5.97, 3.71, 3.21], [-4.35, 1.97, 3.76], [-2.26, 2.69, 3.98], [-1.17, 2.44, 6.13], [-0.21, 0.24, 6.81], [-0.32, -1.63, 5.21], [0.26, -3.01, 3.47], [0.76, -1.53, 2.65], [0.07, -2.87, 1.72], [-2.30, -3.22, 3.93], [-2.35, -3.39, 2.16], [-3.33, -2.14, 2.96], [-0.62, -2.63, -2.61], [0.75, -2.48, -3.67], [0.79, -3.37, -4.74], [1.85, -3.33, -5.63], [2.86, -2.40, -5.44], [2.81, -1.53, -4.37], [1.75, -1.54, -3.45], [1.69, -0.30, -2.07], [3.06, 0.82, -2.53], [2.73, 1.97, -3.23], [3.72, 2.86, -3.63], [5.05, 2.60, -3.32], [5.39, 1.46, -2.60], [4.40, 0.57, -2.21], [2.41, -1.23, -0.67], [2.60, -2.61, -0.68], [3.12, -3.25, 0.44], [3.47, -2.52, 1.57], [3.28, -1.15, 1.59], [2.74, -0.51, 0.49], [-0.01, -4.08, -4.86], [1.87, -4.02, -6.46], [3.69, -2.36, -6.13], [3.60, -0.81, -4.25], [1.69, 2.18, -3.46], [3.46, 3.75, -4.18], [5.82, 3.30, -3.62], [6.42, 1.27, -2.35], [4.66, -0.32, -1.65], [2.35, -3.19, -1.56], [3.27, -4.32, 0.43], [3.88, -3.02, 2.43], [3.53, -0.57, 2.47], [2.57, 0.57, 0.52]], "mulliken_charge": [1.4693, -1.0869, 0.7098, -1.0814, 0.0108, -0.1769, -0.8976, -0.7446, -0.4686, -0.4938, -0.1664, 0.0401, -0.7247, -0.7369, -0.9709, 0.0288, -0.1222, 0.6847, -1.4180, -1.1918, 0.2873, 0.3752, 0.3327, 0.3293, 0.3353, 0.3623, 0.3096, 0.3754, 0.3807, 0.5515, 0.5435, 0.3839, 0.3734, 0.2942, 0.3215, 0.6097, 0.3641, 0.3208, 0.3578, 0.2659, -0.1896, 0.9505, -0.7151, -0.4239, -0.9024, -0.1587, -0.3719, 0.5265, -0.4221, -0.3240, -0.6307, -0.4540, -0.6915, 0.2403, 0.1592, -0.3979, -0.7441, -0.4037, -0.8300, 0.0706, 0.4431, 0.3754, 0.4027, 0.3197, 0.3749, 0.4076, 0.3844, 0.4009, 0.4347, 0.3957, 0.4007, 0.4037, 0.4116, 0.4206], "lumo_ev": 0.07, "de_lowest_kj_mol": 21.5, "e_homo_ev": -5.690, "gap_ev": 5.8, "energy_ha": -2301.93556}


(2)
{"formula": "C4H5N6P", "method": "wB97M-V/def2-TZVPD", "elements": ["C", "C", "C", "C", "N", "N", "N", "N", "N", "N", "P", "H", "H", "H", "H", "H"], "positions_angstrom": [[-3.24, -0.84, -0.29], [2.49, 0.61, 1.19], [-2.03, -0.32, 0.17], [2.10, -0.41, 0.29], [-4.13, 0.13, -0.21], [3.32, 1.41, 0.57], [-2.20, 0.94, 0.53], [2.73, -0.17, -0.87], [-3.47, 1.16, 0.28], [3.43, 0.91, -0.64], [1.05, -1.81, 0.54], [-3.47, -1.82, -0.66], [2.20, 0.75, 2.21], [-3.92, 2.05, 0.45], [4.01, 1.33, -1.35], [1.14, -2.21, -0.79]], "nbo_charge": [-0.1970, -0.0640, 0.2275, -0.2941, -0.2279, -0.2333, -0.3222, -0.2195, -0.1607, -0.1472, 0.4112, 0.2249, 0.2240, 0.4090, 0.4100, -0.0406], "lumo_ev": [-1.18, -1.03], "e_homo_ev": [-10.042, -8.143], "gap_ev": [8.9, 7.1], "energy_ha": -825.12299}


(3)
{"formula": "C4H9NO2", "method": "wB97M-V/def2-TZVPD", "elements": ["C", "N", "C", "C", "O", "C", "O", "H", "H", "H", "H", "H", "H", "H", "H", "H"], "positions_angstrom": [[-1.69, 0.52, -1.34], [-1.00, 0.70, -0.09], [0.13, -0.31, 0.04], [0.64, -0.18, 1.47], [1.58, -1.21, 1.72], [1.27, 0.01, -0.90], [2.38, 0.56, -0.56], [-2.36, 1.36, -1.55], [-1.03, 0.55, -2.20], [-2.24, -0.41, -1.45], [-1.67, 0.35, 0.62], [-0.31, -1.34, -0.03], [-0.17, -0.14, 2.20], [1.16, 0.78, 1.59], [2.20, -0.91, 2.39], [1.12, -0.31, -1.91]], "nbo_charge": [-0.4461, -0.6340, -0.1721, -0.0568, -0.7254, 0.0319, -0.7704, 0.1714, 0.1963, 0.1427, 0.3010, 0.1344, 0.1194, 0.1816, 0.4575, 0.0685], "lumo_ev": [4.05, 3.99], "spin_multiplicity": 2, "de_lowest_kj_mol": 176.5, "e_homo_ev": [0.395, -3.120], "gap_ev": [3.7, 7.1], "charge": -1, "energy_ha": -362.96782}